Record 1
C38H38Cl2F5N5O2Si3V | ωB97M-V/def2-TZVPD

Each line ends with the Mulliken spin population.
Element x y z (Å)
V1 -0.31 0.72 0.30  1.859
Cl1 -5.79 0.26 3.90  0.001
C1 -4.47 -0.24 2.90  0.007
C2 -3.22 0.35 3.10  -0.016
C3 -2.17 -0.02 2.27  -0.032
N1 -0.92 0.56 2.18  -0.078
C4 -0.21 1.11 3.17  -0.027
O1 -0.35 1.01 4.39  0.026
C5 0.85 1.97 2.55  0.072
C6 1.73 2.71 3.31  -0.005
C7 2.62 3.56 2.67  0.021
C8 2.59 3.62 1.28  -0.009
C9 1.68 2.85 0.59  0.098
N2 0.81 2.04 1.20  0.014
C10 -2.36 -0.98 1.26  0.064
C11 -3.59 -1.58 1.11  0.018
C12 -4.65 -1.19 1.91  -0.005
Cl2 -6.19 -1.95 1.68  0.000
N3 -1.16 -1.39 0.63  -0.058
C13 -0.83 -2.58 1.22  0.041
O2 -1.54 -3.13 2.06  -0.003
C14 0.33 -3.46 0.81  0.009
C15 0.08 -4.84 0.82  0.000
C16 1.11 -5.72 0.57  0.000
C17 2.38 -5.21 0.33  0.000
C18 2.54 -3.84 0.36  0.001
N4 1.54 -2.98 0.58  0.003
H1 -3.07 1.07 3.89  -0.001
H2 1.70 2.60 4.38  0.000
H3 3.32 4.16 3.23  0.001
H4 3.26 4.27 0.73  0.000
H5 1.65 2.86 -0.49  -0.030
H6 -3.71 -2.38 0.38  0.000
H7 -0.92 -5.18 1.05  0.000
H8 0.94 -6.79 0.56  0.000
H9 3.22 -5.86 0.14  0.000
H10 3.51 -3.38 0.19  0.000
C19 -3.37 -0.80 -2.32  0.002
Si1 -1.50 -0.89 -2.69  0.035
C20 -1.17 -2.74 -2.31  0.006
C21 -1.44 -0.92 -4.60  -0.003
C22 -0.19 0.34 -2.01  0.018
Si2 -0.11 2.14 -2.68  0.015
C23 -0.83 2.36 -4.43  0.000
C24 1.70 2.82 -2.89  -0.005
C25 -0.81 3.74 -1.86  0.014
Si3 1.45 -0.44 -2.50  0.029
C26 1.75 -2.30 -2.74  -0.003
C27 2.14 0.10 -4.20  0.000
C28 2.64 -0.03 -1.06  0.051
C29 4.03 0.06 -1.20  -0.005
C30 4.83 0.18 -0.08  0.002
C31 4.22 0.15 1.17  0.001
C32 2.84 0.05 1.23  0.038
N5 2.06 0.00 0.15  -0.098
H11 -3.81 -1.79 -2.50  0.001
H12 -3.89 -0.09 -2.96  0.000
H13 -3.57 -0.54 -1.28  0.001
H14 -2.12 -3.26 -2.17  0.001
H15 -0.60 -2.89 -1.40  -0.004
H16 -0.64 -3.23 -3.12  0.001
H17 -2.22 -1.60 -4.97  -0.001
H18 -0.48 -1.30 -4.97  0.000
H19 -1.62 0.06 -5.05  0.000
H20 -0.31 1.73 -5.16  0.000
H21 -0.72 3.40 -4.74  0.000
H22 -1.89 2.11 -4.46  0.000
H23 2.48 2.19 -2.45  0.000
H24 1.78 3.82 -2.45  0.001
H25 1.93 2.93 -3.95  0.000
H26 -1.88 3.84 -1.99  0.000
H27 -0.34 4.58 -2.37  0.000
H28 -0.58 3.83 -0.80  -0.003
H29 1.35 -2.62 -3.70  0.000
H30 1.32 -2.93 -1.97  0.001
H31 2.83 -2.49 -2.76  0.000
H32 1.37 -0.12 -4.94  -0.001
H33 3.03 -0.49 -4.47  0.000
H34 2.39 1.15 -4.30  0.000
H35 4.46 0.03 -2.19  0.000
H36 5.90 0.27 -0.16  0.000
H37 4.79 0.21 2.08  0.000
H38 2.34 -0.01 2.19  -0.006
F1 -2.80 1.57 -1.92  -0.004
C33 -3.05 2.04 -0.68  -0.016
C34 -2.03 2.06 0.27  -0.063
C35 -2.39 2.90 1.33  0.033
F2 -1.48 3.28 2.26  0.000
C36 -3.63 3.48 1.53  -0.006
F3 -3.86 4.24 2.60  0.000
C37 -4.63 3.28 0.60  0.002
F4 -5.85 3.81 0.77  0.000
C38 -4.31 2.58 -0.54  -0.002
F5 -5.21 2.46 -1.53  0.000

Computed properties:
- E_HOMO (spin up / spin down): -5.026 / -5.161 eV
- E_LUMO (spin up / spin down): 1.9 / 1.7 eV
- E_tot: -139525.596 eV
- Multiplicity: 3
- Charge: -1
- Expectation value of S²: 2.0178

Record 2
C28H56F2NO | ωB97M-V/def2-TZVPD

Each line ends with the Mulliken charge.
Element x y z (Å)
C1 4.38 -2.28 2.69  -1.633
C2 3.67 -2.45 1.35  0.159
C3 4.57 -2.23 0.12  -0.418
C4 5.46 -0.98 0.11  -1.022
C5 4.78 0.30 -0.40  -0.396
C6 3.90 0.98 0.65  -0.489
C7 2.96 2.05 0.10  0.707
C8 3.56 2.97 -0.96  -0.918
C9 2.60 4.05 -1.49  -0.440
C10 1.86 4.88 -0.43  -1.191
C11 0.49 4.33 0.01  -0.213
C12 -0.49 4.00 -1.13  -1.067
C13 -0.39 2.55 -1.63  0.888
C14 -1.70 1.74 -1.64  -1.233
C15 -1.75 0.72 -0.51  -0.159
N1 -2.27 1.41 0.75  0.165
C16 -3.05 0.53 1.67  -0.402
F1 -3.21 1.28 2.78  -0.367
C17 -4.35 0.15 1.01  0.918
C18 -5.10 -0.91 1.82  -1.288
C19 -5.72 -0.53 3.16  0.264
C20 -6.36 0.84 3.25  -1.378
F2 -4.71 -0.61 4.13  -0.341
C21 -4.08 -0.34 -0.43  -2.861
C22 -2.60 -0.56 -0.75  1.039
O1 -2.52 -0.99 -2.08  -0.457
C23 -1.25 -1.52 -2.48  -0.812
C24 -0.97 -3.02 -2.14  0.189
C25 -2.05 -3.71 -1.30  -1.553
C26 0.45 -3.19 -1.57  0.535
C27 0.67 -2.53 -0.20  -0.213
C28 0.86 -4.67 -1.53  -1.729
H1 3.78 -2.69 3.50  0.456
H2 4.58 -1.24 2.91  0.290
H3 5.34 -2.81 2.68  0.326
H4 3.27 -3.47 1.28  0.584
H5 2.80 -1.78 1.30  -0.148
H6 3.93 -2.19 -0.77  0.087
H7 5.21 -3.11 0.01  0.446
H8 6.32 -1.19 -0.53  0.392
H9 5.87 -0.78 1.11  0.384
H10 5.55 1.00 -0.74  0.317
H11 4.18 0.04 -1.29  0.307
H12 4.54 1.41 1.42  0.343
H13 3.29 0.21 1.14  -0.027
H14 2.60 2.65 0.94  0.411
H15 2.08 1.55 -0.32  -0.977
H16 3.88 2.37 -1.81  0.356
H17 4.47 3.45 -0.56  0.318
H18 3.17 4.73 -2.12  0.407
H19 1.89 3.56 -2.17  0.219
H20 1.72 5.90 -0.81  0.342
H21 2.49 4.96 0.46  0.436
H22 0.66 3.42 0.60  -0.009
H23 0.03 5.05 0.69  0.385
H24 -1.51 4.20 -0.78  0.427
H25 -0.32 4.69 -1.97  0.419
H26 0.33 2.02 -0.99  -0.788
H27 0.05 2.52 -2.63  0.602
H28 -1.85 1.22 -2.58  0.322
H29 -2.55 2.42 -1.54  0.767
H30 -0.74 0.41 -0.25  0.090
H31 -2.87 2.20 0.49  0.587
H32 -1.48 1.81 1.26  0.457
H33 -2.41 -0.32 1.92  0.459
H34 -4.94 1.07 0.96  0.601
H35 -4.41 -1.74 2.03  0.339
H36 -5.89 -1.33 1.19  0.558
H37 -6.46 -1.29 3.42  0.437
H38 -7.18 0.91 2.53  0.331
H39 -5.65 1.64 3.06  0.278
H40 -6.77 0.99 4.24  0.422
H41 -4.48 0.36 -1.17  0.166
H42 -4.58 -1.29 -0.61  0.542
H43 -2.20 -1.34 -0.09  0.270
H44 -1.22 -1.38 -3.56  0.342
H45 -0.45 -0.89 -2.07  0.201
H46 -0.96 -3.54 -3.10  0.726
H47 -2.10 -4.77 -1.55  0.467
H48 -1.85 -3.66 -0.22  0.260
H49 -3.04 -3.29 -1.49  0.353
H50 1.12 -2.67 -2.27  0.455
H51 0.77 -1.45 -0.28  -0.400
H52 -0.14 -2.76 0.50  0.201
H53 1.59 -2.90 0.25  0.005
H54 0.82 -5.07 -0.52  0.377
H55 1.88 -4.81 -1.90  0.352
H56 0.21 -5.29 -2.15  0.449

Computed properties:
- E_HOMO: -12.722 eV
- E_LUMO: -2.6 eV
- E_tot: -38911.227 eV
- Multiplicity: 1
- Charge: +1
- SMILES: CCCCCCCCCCCCCC[C@H]1[NH2+][C@@H](F)[C@H](C[C@H](C)F)C[C@H]1OC[C@H](C)C(C)C

Record 3
C8H8 | ωB97M-V/def2-TZVPD

Each line ends with the Mulliken charge.
Element x y z (Å)
C1 -2.30 -1.18 0.08  -1.099
C2 -1.22 -0.43 -0.07  0.688
C3 -1.20 1.08 0.00  -0.601
C4 0.33 1.32 0.00  -0.459
C5 1.03 0.03 -0.14  0.550
C6 0.06 -0.97 -0.10  -0.565
C7 2.39 -0.27 -0.15  -0.595
C8 3.54 -0.56 0.14  -0.273
H1 -3.24 -0.68 0.28  0.288
H2 -2.24 -2.24 0.12  0.320
H3 -1.81 1.43 -0.91  0.260
H4 -1.64 1.51 0.88  0.277
H5 0.73 1.82 0.88  0.298
H6 0.58 1.88 -0.89  0.263
H7 0.35 -2.02 -0.43  0.270
H8 4.63 -0.73 0.31  0.376

Computed properties:
- E_HOMO: -7.860 eV
- E_LUMO: 0.3 eV
- E_tot: -8422.134 eV
- Multiplicity: 1
- ΔE to the lowest compared entry with this formula, charge and spin: 66.55 kcal/mol
- Charge: 0
- SMILES: C#CC1=CC(=C)CC1

Record 4
C23H25IrN6O5P | ωB97M-V/def2-TZVPD

Each line ends with the Mulliken spin population.
Element x y z (Å)
Ir1 -1.29 -0.90 1.10  0.143
C1 1.62 -4.12 1.85  -0.001
C2 0.43 -3.41 1.27  -0.004
N1 0.35 -2.11 1.28  -0.001
O1 1.39 -1.43 1.78  0.000
C3 -0.63 -4.19 0.63  0.000
C4 -0.45 -5.62 0.30  0.001
N2 -2.37 -2.56 0.72  0.009
O2 -4.17 -1.82 1.84  0.001
H1 2.56 -3.69 1.50  0.001
H2 1.65 -5.17 1.58  0.000
H3 1.59 -4.07 2.95  0.000
H4 2.04 -2.03 2.19  0.000
H5 0.55 -5.89 -0.03  0.000
H6 -1.20 -5.93 -0.42  0.000
H7 -0.67 -6.15 1.24  0.000
N3 -3.13 0.11 1.12  0.007
N4 -4.19 -0.84 0.83  -0.001
C5 -3.43 -2.94 1.51  -0.004
O3 -3.67 -4.01 1.97  0.002
O4 -1.75 -3.74 0.22  0.006
H8 -3.25 0.55 2.03  0.001
H9 -3.19 0.83 0.40  -0.002
H10 -5.08 -0.37 1.02  0.000
N5 -0.34 0.83 1.03  0.801
P1 0.38 1.58 -0.23  0.000
C6 0.71 3.28 0.18  0.001
C7 1.59 4.02 -0.62  0.002
C8 1.83 5.35 -0.33  0.001
C9 1.21 5.94 0.77  0.000
C10 0.35 5.20 1.57  0.000
C11 0.09 3.87 1.28  0.011
C12 1.95 0.81 -0.64  0.034
C13 2.98 0.89 0.30  0.001
C14 4.21 0.31 0.02  0.000
C15 4.41 -0.34 -1.19  0.003
C16 3.39 -0.41 -2.13  0.002
C17 2.16 0.17 -1.86  0.003
C18 -0.75 1.48 -1.63  0.035
C19 -1.29 0.24 -1.98  -0.002
C20 -2.19 0.14 -3.03  0.002
C21 -2.53 1.28 -3.75  0.006
C22 -1.99 2.51 -3.41  0.000
C23 -1.10 2.61 -2.35  0.003
H11 2.08 3.56 -1.47  0.000
H12 2.51 5.92 -0.94  0.000
H13 1.41 6.97 1.00  0.000
H14 -0.12 5.66 2.43  0.000
H15 -0.56 3.28 1.91  0.002
H16 2.83 1.41 1.23  -0.011
H17 5.01 0.39 0.74  0.000
H18 5.38 -0.77 -1.42  0.000
H19 3.56 -0.89 -3.08  0.000
H20 1.37 0.13 -2.60  0.000
H21 -0.99 -0.67 -1.45  -0.007
H22 -2.60 -0.82 -3.30  0.000
H23 -3.23 1.20 -4.57  0.000
H24 -2.27 3.39 -3.97  0.001
H25 -0.70 3.58 -2.08  0.001
O5 -0.91 -1.66 3.66  -0.020
N6 -1.52 -0.92 3.02  -0.029

Computed properties:
- E_HOMO (spin up / spin down): -14.451 / -14.385 eV
- E_LUMO (spin up / spin down): -8.4 / -8.4 eV
- E_tot: -55539.803 eV
- Multiplicity: 2
- ΔE to the lowest compared entry with this formula, charge and spin: 56.35 kcal/mol
- Charge: +2
- Expectation value of S²: 0.7591

> What is the E_tot in the first record?

-139525.596 eV